Entry 1:
Formula: C5H6NO2S
Source: OMol25
Level of theory: ωB97M-V with the def2-TZVPD basis set

multiplicity = 1
E_HOMO = -0.5074 Ha
energy = -797.176155 Ha
SMILES string = C=[N+]1C(=O)S[C@H](C)C1=O
total charge = +1
lowest unoccupied orbital energy = -7.36 eV

The geometry in XYZ format:
```
15
Properties=species:S:1:pos:R:3:forces:R:3
C -2.1965 1.1476 -0.6417 1.3 -1.9 1.1
N -0.9833 0.8618 -0.1598 -3.6 1.1 -2.7
C -0.4741 1.5091 0.9556 2.4 -1.3 4.6
O -0.6265 2.5958 1.3670 -0.2 -0.6 -0.9
S 0.5496 -0.1321 2.0346 -2.4 3.0 -1.9
C 0.5663 -0.9988 0.4479 0.2 -1.1 0.3
C 2.0037 -1.1026 0.0229 -1.3 2.1 -4.9
C -0.1835 -0.2719 -0.7000 0.4 -2.1 0.7
O -0.2241 -0.5875 -1.8405 -0.3 0.8 0.9
H -2.8970 1.8498 -0.1733 0.8 0.3 -0.1
H -2.6324 0.4229 -1.3501 0.6 0.6 -0.1
H 0.1785 -2.0477 0.5794 -0.2 1.1 -0.3
H 2.3885 -0.0572 0.0651 0.3 -0.9 -0.2
H 1.9071 -1.4334 -1.1089 0.9 0.6 2.1
H 2.6236 -1.7560 0.5020 1.3 -1.7 1.6
```
Forces are in eV/Å.

Löwdin population analysis, charges in e, atoms 1 to 6:
1 C 0.346
2 N 0.026
3 C -0.412
4 O 0.201
5 S 0.962
6 C -0.623

---

Entry 2:
Formula: C5H6NO3
Source: OMol25
Level of theory: ωB97M-V with the def2-TZVPD basis set

multiplicity = 1
E_HOMO = -0.1343 Ha
energy = -474.568903 Ha
total charge = -1
lowest unoccupied orbital energy = 3.81 eV

The geometry in XYZ format:
```
15
Properties=species:S:1:pos:R:3:forces:R:3
C -0.3328 1.7653 -0.1882 -0.1 -1.1 1.8
C -0.6812 0.5217 0.1799 2.9 -1.7 -1.1
C 0.9757 -0.6876 0.1911 -3.6 2.6 1.3
C -2.0347 -0.1153 -0.1408 0.6 -1.5 -0.7
C 0.6425 -2.1035 0.2298 -1.5 -3.3 -1.6
N 0.9672 2.1587 -0.3442 0.8 0.0 -0.2
O -1.9255 -1.0472 -1.0003 -0.3 0.6 0.6
O -3.0483 0.3050 0.4257 -0.1 0.5 0.2
O 2.0816 -0.2678 0.4262 0.1 0.1 -0.4
H -1.0808 2.5166 -0.0899 -0.7 0.7 -0.6
H 0.4133 -2.5402 1.2893 0.5 1.1 -1.9
H -0.2306 -2.3865 -0.5287 1.3 1.1 2.1
H 1.5058 -2.6224 -0.2515 -0.2 0.1 0.9
H 1.1585 3.1412 -0.1389 0.3 -1.0 0.1
H 1.5891 1.3620 -0.0594 -0.1 1.8 -0.3
```
Forces are in eV/Å.

Löwdin population analysis, charges in e, atoms 1 to 6:
1 C -0.243
2 C 0.031
3 C -0.309
4 C -0.760
5 C -0.090
6 N 0.019

---

Frontier orbital gap for every record listed, in sequence, given in Eh: 0.2368 0.2742.